[1]
DFT (wB97M-V/def2-TZVPD) results for one molecule with the formula C18H24N4O3S.

Calculated values
Charge: 0
HOMO-LUMO gap in eV: 8.2
HOMO energy in hartree: -0.2804
DFT total energy in eV: -41993.9007
Energy relative to the best compared isomer or geometry (same formula, charge and spin) in kcal per mole: 36.2
SMILES: CCOc1ccc(NC(=O)CSc2nnc(C)n2C[C@H]2CCCO2)cc1

Last column: Löwdin charge in e.
Geometry (Å):
1 C -4.8334 -1.8689 -0.0621  -0.07
2 C -5.3204 -0.5370 -0.6277  -0.25
3 O -4.7033 0.5744 -0.0145  -0.06
4 C -3.4261 0.9163 -0.3545  -0.27
5 C -2.6586 0.3147 -1.3464  -0.02
6 C -1.3803 0.7732 -1.6070  -0.01
7 C -0.8404 1.8341 -0.8893  -0.23
8 C -1.6078 2.4416 0.1010  -0.01
9 C -2.8805 1.9823 0.3622  0.00
10 H -3.4853 2.4451 1.1260  0.12
11 H -1.2017 3.2672 0.6611  0.10
12 N 0.4629 2.2338 -1.2055  0.13
13 C 1.2913 3.0163 -0.4797  -0.55
14 O 0.9913 3.6625 0.5019  0.05
15 C 2.7220 2.9976 -1.0119  -0.33
16 H 2.7832 2.9112 -2.0948  0.08
17 H 3.2656 3.8689 -0.6503  0.09
18 S 3.5830 1.5604 -0.2903  1.01
19 C 2.8444 0.2900 -1.2176  -0.62
20 N 2.3021 0.4133 -2.4009  0.00
21 N 1.8766 -0.8075 -2.7778  0.07
22 C 2.1588 -1.6537 -1.8324  -0.36
23 N 2.7962 -1.0087 -0.8012  -0.01
24 C 3.0205 -1.4532 0.5437  -0.08
25 H 3.7967 -0.8197 0.9803  0.11
26 H 3.3518 -2.4938 0.5449  0.14
27 C 1.7020 -1.3045 1.3423  -0.30
28 C 1.9154 -1.3809 2.8638  -0.12
29 H 1.6003 -2.3395 3.2695  0.11
30 C 1.0802 -0.2104 3.3871  -0.14
31 H 1.4724 0.2116 4.3084  0.11
32 C 1.1573 0.7645 2.2163  -0.19
33 H 0.3249 1.4648 2.1571  0.12
34 H 2.0991 1.3297 2.2374  0.11
35 O 1.1047 -0.0526 1.0592  -0.12
36 H 0.0467 -0.5200 3.5443  0.12
37 H 2.9693 -1.2305 3.1014  0.11
38 H 0.9982 -2.0727 0.9940  0.15
39 C 1.8758 -3.1054 -1.8605  -0.01
40 H 1.1391 -3.3698 -1.1030  0.08
41 H 2.7857 -3.6750 -1.6747  0.08
42 H 1.4846 -3.3616 -2.8402  0.08
43 H 0.8860 1.7061 -1.9684  0.10
44 H -0.7895 0.2935 -2.3747  0.11
45 H -3.0382 -0.5092 -1.9302  0.10
46 H -5.1876 -0.5043 -1.7164  0.11
47 H -6.3849 -0.4109 -0.4092  0.12
48 H -5.0103 -1.8991 1.0101  0.08
49 H -5.3718 -2.6870 -0.5330  0.08
50 H -3.7682 -1.9974 -0.2378  0.06

=====

[2]
DFT (wB97M-V/def2-TZVPD) results for C30H34BrN2O3Ti as an isolated structure.

Calculated values
Charge: +1
HOMO-LUMO gap in eV: 7.5
HOMO energy in hartree: -0.4057
DFT total energy in eV: -133941.4230
Energy relative to the best compared isomer or geometry (same formula, charge and spin) in kcal per mole: 13.4

Last column: Löwdin charge in e.
Geometry (Å):
1 Ti -1.6580 0.2665 -1.4432  1.10
2 O -0.6375 0.8439 -2.8521  -0.20
3 C -0.9339 0.7423 -4.1619  -0.30
4 C 0.0268 0.3347 -5.0751  0.01
5 C -0.3145 0.2479 -6.4132  -0.04
6 C -1.5943 0.5826 -6.8673  -0.06
7 C -2.5325 1.0176 -5.9599  -0.02
8 C -2.2164 1.0894 -4.5974  -0.14
9 C -3.1903 1.6118 -3.6635  -0.03
10 N -3.0798 1.5830 -2.3828  -0.04
11 C -4.1585 2.2049 -1.5780  -0.14
12 C -3.8020 2.0098 -0.1120  -0.15
13 N -3.1906 0.6868 -0.0349  -0.06
14 C -3.4994 -0.1838 0.8427  -0.03
15 C -3.0152 -1.5590 0.7909  -0.14
16 C -3.1194 -2.3553 1.9349  -0.02
17 C -2.7226 -3.6747 1.9090  -0.06
18 C -2.2540 -4.2177 0.7125  -0.04
19 C -2.1681 -3.4556 -0.4389  -0.01
20 C -2.5327 -2.1222 -0.3997  -0.30
21 O -2.4529 -1.3578 -1.5357  -0.19
22 H 1.0201 0.0954 -4.7216  0.12
23 H 0.4323 -0.0813 -7.1250  0.12
24 H -1.8381 0.5126 -7.9177  0.11
25 H -3.5255 1.3044 -6.2878  0.12
26 H -4.0815 2.0724 -4.0928  0.15
27 H -5.1072 1.7239 -1.8184  0.13
28 H -4.2391 3.2658 -1.8098  0.13
29 H -4.6761 2.0968 0.5325  0.13
30 H -3.0660 2.7509 0.2017  0.12
31 H -4.1729 0.0864 1.6571  0.15
32 H -3.5126 -1.9183 2.8462  0.12
33 H -2.7894 -4.2843 2.7990  0.11
34 H -1.9564 -5.2583 0.6763  0.12
35 H -1.8241 -3.8793 -1.3723  0.12
36 C 4.8029 -2.6541 1.7500  -0.05
37 C 4.6168 -1.1353 1.8684  -0.55
38 C 5.6718 -0.4290 1.0042  -0.04
39 C 4.8235 -0.7374 3.3315  -0.06
40 C 3.2344 -0.7262 1.3585  -0.15
41 C 2.7003 -1.3162 0.2154  -0.07
42 C 1.4739 -0.9011 -0.2484  -0.53
43 Br 0.7708 -1.7672 -1.7752  0.95
44 C 0.7376 0.1031 0.3814  -0.26
45 O -0.4966 0.4386 -0.1379  -0.23
46 C 1.2457 0.7241 1.5165  -0.08
47 C 2.4892 0.2691 1.9684  0.03
48 C 0.5149 1.7885 2.3599  -0.52
49 C 1.5278 2.7474 3.0097  -0.05
50 C -0.4700 2.6584 1.5680  -0.05
51 C -0.2582 1.0536 3.4634  -0.03
52 H 5.7308 -2.9497 2.2428  0.09
53 H 4.8747 -2.9827 0.7113  0.08
54 H 3.9819 -3.1981 2.2234  0.10
55 H 6.6779 -0.6910 1.3410  0.09
56 H 5.5651 0.6563 1.0625  0.09
57 H 5.5782 -0.7225 -0.0441  0.09
58 H 5.7807 -1.1302 3.6768  0.09
59 H 4.0412 -1.1419 3.9782  0.10
60 H 4.8543 0.3454 3.4686  0.08
61 H 3.2268 -2.0982 -0.3132  0.11
62 H 2.8900 0.7263 2.8592  0.09
63 H 2.2096 3.1727 2.2699  0.10
64 H 2.1254 2.2746 3.7894  0.08
65 H 0.9876 3.5675 3.4845  0.09
66 H -0.0170 3.0798 0.6684  0.10
67 H -0.7903 3.4890 2.2002  0.09
68 H -1.3568 2.1009 1.2818  0.04
69 H 0.4147 0.4579 4.0827  0.09
70 H -1.0020 0.3776 3.0314  0.08
71 H -0.7755 1.7676 4.1099  0.09

=====

[3]
DFT (wB97M-V/def2-TZVPD) results for C14H26N4OPtS2 as an isolated structure.

Calculated values
Charge: +2
HOMO-LUMO gap (alpha / beta) in eV: 6.7 / 6.7
HOMO energy (alpha / beta) in hartree: -0.5008 / -0.5008
DFT total energy in eV: -47849.5325

Last column: Löwdin charge in e.
Geometry (Å):
1 Pt -0.3055 1.0942 0.0558  1.10
2 C -3.5292 1.3805 -1.2002  -0.05
3 C -3.4002 1.0017 0.2246  -0.61
4 N -2.2497 0.8932 0.8376  -0.12
5 C -2.3859 0.5739 2.1707  -0.33
6 C -3.6853 0.4163 2.5591  -0.30
7 S -4.7559 0.6815 1.2447  1.16
8 C -1.1882 0.5047 2.9857  -0.34
9 C -1.0795 0.2609 4.3274  -0.30
10 S 0.5497 0.4083 4.8348  1.15
11 C 1.0162 0.7654 3.1991  -0.60
12 N 0.0105 0.7676 2.3823  -0.01
13 C 2.4099 1.0487 2.8122  -0.05
14 H -2.5378 1.5668 -1.6259  0.07
15 H -4.1318 2.2840 -1.2951  0.10
16 H -4.0279 0.5969 -1.7685  0.09
17 H -4.0738 0.1953 3.5318  0.09
18 H -1.8431 0.0091 5.0330  0.08
19 H 3.0845 0.8781 3.6453  0.08
20 H 2.4923 2.0887 2.4955  0.10
21 H 2.7040 0.4355 1.9614  0.09
22 C 3.3188 2.1955 -1.8510  -0.02
23 C 1.8301 1.8430 -1.7773  -0.75
24 C 1.5089 0.6777 -2.7413  -0.05
25 C 0.9523 3.0501 -2.1659  -0.02
26 O 1.5343 1.4349 -0.4869  -0.37
27 H 3.6149 2.4233 -2.8695  0.10
28 H 3.9089 1.3607 -1.4832  0.09
29 H 3.5260 3.0584 -1.2249  0.09
30 H 1.6792 0.9737 -3.7707  0.09
31 H 0.4606 0.3886 -2.6105  0.06
32 H 2.1508 -0.1654 -2.5015  0.07
33 H 0.9401 3.2020 -3.2420  0.09
34 H 1.3308 3.9475 -1.6822  0.09
35 H -0.0711 2.8546 -1.8124  0.06
36 N 0.4504 -4.9577 -1.3663  0.20
37 C -0.1202 -3.9957 -0.3784  -0.14
38 C 0.0878 -2.5235 -0.8047  -0.25
39 N -0.4446 -1.6026 0.1755  0.00
40 H 0.2648 -5.9316 -1.0823  0.19
41 H 1.4682 -4.8296 -1.4525  0.19
42 H 0.0407 -4.8023 -2.2976  0.18
43 H 0.3487 -4.1720 0.5932  0.14
44 H -1.1908 -4.1951 -0.2823  0.14
45 H -0.4160 -2.3349 -1.7575  0.13
46 H 1.1498 -2.2990 -0.9318  0.13
47 H 0.0380 -1.6887 1.0648  0.09
48 H -1.4349 -1.7630 0.3278  0.09

=====

[4]
DFT (wB97M-V/def2-TZVPD) results for a 2-piece molecular cluster, C20H22NO11PS2 overall.

Calculated values
Charge: 0
HOMO-LUMO gap in eV: 7.6
HOMO energy in hartree: -0.3392
DFT total energy in eV: -76066.9168
SMILES: CCOCCOCCOCC1=C(P(O)(O)=S)C(=O)C(N=C=S)=CC1=O.O=C1C=C(O)C(=O)C=C1O

Last column: Löwdin charge in e.
Geometry (Å):
1 C 3.3505 -3.0537 2.5889  -0.06
2 C 3.3368 -3.2538 1.0608  -0.26
3 O 3.6374 -2.0515 0.3750  -0.14
4 C 2.4277 -1.3608 0.1008  -0.20
5 C 2.6812 0.0488 -0.4005  -0.16
6 O 1.6004 0.8769 -0.0209  -0.14
7 C 1.7475 1.4700 1.2486  -0.17
8 C 0.6536 1.1224 2.2448  -0.18
9 O -0.6327 1.1901 1.6655  -0.13
10 C -1.6243 0.9252 2.6325  -0.19
11 C -2.9196 0.6181 1.9770  -0.09
12 C -3.0867 -0.2367 0.9710  -0.14
13 P -1.7777 -1.2958 0.3069  0.28
14 O -0.7542 -0.5141 -0.6224  -0.20
15 O -2.5529 -2.3382 -0.6238  -0.19
16 S -0.9362 -2.3026 1.7366  0.36
17 C -4.4573 -0.3427 0.3717  -0.31
18 O -4.6613 -0.4740 -0.8190  0.14
19 C -5.5728 -0.2461 1.3916  -0.19
20 N -6.7218 -1.0750 1.1685  0.12
21 C -6.4357 -2.2729 1.1632  -0.75
22 S -6.0154 -3.7493 1.0023  0.83
23 C -5.4106 0.5775 2.4097  0.08
24 C -4.1432 1.3431 2.4832  -0.31
25 O -4.0882 2.4654 2.9296  0.14
26 H 4.2993 -3.3916 2.9894  0.07
27 H 3.1784 -2.0161 2.8399  0.07
28 H 2.5825 -3.6744 3.0369  0.07
29 H 2.3577 -3.6303 0.7810  0.10
30 H 4.1120 -3.9720 0.8222  0.11
31 H 1.8054 -1.9328 -0.5850  0.12
32 H 1.8745 -1.2619 1.0349  0.09
33 H 3.6516 0.4289 -0.0870  0.13
34 H 2.6926 0.0211 -1.4855  0.10
35 H 1.8368 2.5505 1.1424  0.13
36 H 2.6818 1.1403 1.7028  0.13
37 H 0.8498 0.1415 2.6771  0.11
38 H 0.6994 1.8668 3.0442  0.13
39 H -1.7667 1.8401 3.2158  0.13
40 H -1.3600 0.1539 3.3541  0.12
41 H -1.0272 0.4207 -0.6840  0.07
42 H -1.9914 -3.1245 -0.6166  0.06
43 H -6.1697 0.6671 3.1677  0.14
44 C 0.8893 3.1954 -3.4299  0.08
45 C 1.8661 3.2740 -4.3419  -0.24
46 C 2.6067 2.0575 -4.8163  -0.32
47 O 3.4691 2.2076 -5.6613  0.11
48 C 2.2571 0.7727 -4.2398  0.08
49 C 1.2819 0.6849 -3.3218  -0.24
50 C 0.5211 1.9082 -2.8664  -0.29
51 O -0.3718 1.7835 -2.0477  0.10
52 O 0.9420 -0.4718 -2.7725  0.10
53 O 2.2461 4.4211 -4.8893  0.12
54 H 0.3488 4.0654 -3.0851  0.14
55 H 2.8092 -0.0927 -4.5775  0.14
56 H 0.2209 -0.2982 -2.1296  0.08
57 H 2.9621 4.1947 -5.5127  0.12

=====

[5]
DFT (wB97M-V/def2-TZVPD) results for a 2-piece molecular cluster, C4H14N3S overall.

Calculated values
Charge: +1
HOMO-LUMO gap in eV: 8.8
HOMO energy in hartree: -0.4405
DFT total energy in eV: -19670.6893
Energy relative to the best compared isomer or geometry (same formula, charge and spin) in kcal per mole: 114.2

Last column: Löwdin charge in e.
Geometry (Å):
1 C -2.2875 -1.1719 0.9516  -0.09
2 C 1.3582 0.8646 0.8734  -0.12
3 C -1.4442 -0.0288 1.4528  -0.27
4 C 0.1839 1.0206 0.0046  -0.67
5 N 1.9483 -0.5710 -2.2081  -0.03
6 N 0.7353 -0.7525 -1.4837  -0.12
7 N -1.0513 0.7459 0.3421  0.00
8 S 0.4246 2.4723 -1.0443  0.84
9 H -2.7736 -1.6950 1.8147  0.09
10 H -3.0577 -0.9996 0.1006  0.12
11 H -1.4763 -1.8652 0.5809  0.08
12 H 1.3864 -0.1954 1.2182  0.10
13 H 1.1877 1.3446 1.8357  0.10
14 H 2.3750 1.1320 0.4340  0.11
15 H -0.7236 -0.4905 2.1005  0.12
16 H -2.0473 0.6266 2.1218  0.14
17 H 2.0277 -1.3203 -2.9686  0.18
18 H 1.8934 0.4303 -2.5613  0.14
19 H 0.8997 -1.4985 -0.8222  0.02
20 H 2.8856 -0.7210 -1.7064  0.17
21 H -1.7742 1.3279 -0.0796  0.16
22 H -0.6518 2.8056 -1.8491  -0.08

=====

[6]
DFT (wB97M-V/def2-TZVPD) results for one molecule with the formula C4H8N2.

Calculated values
Charge: 0
HOMO-LUMO gap in eV: 10.4
HOMO energy in hartree: -0.3416
DFT total energy in eV: -7255.7042
Energy relative to the best compared isomer or geometry (same formula, charge and spin) in kcal per mole: 50.1
SMILES: C1N[C@H]1[C@H]1CN1

Last column: Löwdin charge in e.
Geometry (Å):
1 C -0.1558 0.4838 -1.8689  -0.16
2 N 0.6534 1.3734 -1.0440  0.02
3 C 0.6752 -0.0557 -0.7709  -0.30
4 C -0.0784 -0.6626 0.3799  -0.30
5 C 0.2531 -0.5554 1.8182  -0.14
6 N -0.8242 0.2466 1.2408  0.02
7 H 0.1455 0.3615 -2.9045  0.09
8 H -1.2323 0.4777 -1.7008  0.11
9 H 0.0581 1.8395 -0.3617  0.08
10 H 1.6227 -0.5344 -1.0151  0.13
11 H -0.5730 -1.5927 0.0996  0.14
12 H 1.1145 0.0027 2.1743  0.10
13 H -0.0175 -1.4127 2.4335  0.10
14 H -1.7366 -0.1283 1.4784  0.09